Record 1
Below is a cluster of 3 separate species, H2NOS in total in a non-equilibrium geometry, with properties calculated with ωB97M-V/def2-TZVPD.

Results
Spin multiplicity: 3
Total charge: -1
Kohn-Sham gap (spin up / spin down) in hartree: 0.2085 / 0.2684
ΔE to the lowest compared entry with this formula, charge and spin in kJ/mol: 10.2

Atoms and positions in Å:
N 0.8915 -0.7426 0.8529
O -0.0668 -1.4032 0.4233
S 1.4968 0.4692 0.0089
H -0.9269 1.1782 -0.5269
H -1.3947 0.4984 -0.7582

Electronic structure analysis, Mulliken charges in units of e:
1 N 0.064
2 O -0.452
3 S -0.569
4 H -0.084
5 H 0.042

Record 2
Below is an isolated molecule of H2O2 in a non-equilibrium geometry, with properties calculated with ωB97M-V/def2-TZVPD.

Results
Structure (SMILES): OO
Kohn-Sham gap in hartree: 0.4131
ΔE to the lowest compared entry with this formula, charge and spin in kJ/mol: 134.0

Atoms and positions in Å:
H -1.2281 0.4227 -0.5078
H 1.2092 0.4188 0.5127
O -0.6864 -0.4237 0.1093
O 0.7053 -0.4178 -0.1141

Electronic structure analysis, Mulliken charges in units of e:
1 H 0.350
2 H 0.351
3 O -0.355
4 O -0.346

Record 3
Below is an isolated molecule of H2O3S2 in a non-equilibrium geometry, with properties calculated with ωB97M-V/def2-TZVPD.

Results
Structure (SMILES): O=S(O)(O)=S
Kohn-Sham gap in hartree: 0.3707
ΔE to the lowest compared entry with this formula, charge and spin in kJ/mol: 14.7

Atoms and positions in Å:
H -1.1933 1.7145 0.3898
H -0.0422 -1.7604 -0.9325
O -0.2973 1.4577 -0.1635
O -0.3833 -0.8014 -1.0234
O -0.4294 -0.6100 1.4099
S 0.2473 -0.0355 0.2022
S 2.0981 0.0351 0.1176

Electronic structure analysis, Mulliken charges in units of e:
1 H 0.391
2 H 0.380
3 O -0.474
4 O -0.407
5 O -0.538
6 S 0.890
7 S -0.241

Record 4
Below is the ion H2O4P2 with charge -2 in a non-equilibrium geometry, with properties calculated with ωB97M-V/def2-TZVPD.

Results
Total charge: -2
Structure (SMILES): O=[P@H]([O-])[P@H](=O)[O-]
Kohn-Sham gap in hartree: 0.2615
ΔE to the lowest compared entry with this formula, charge and spin in kJ/mol: 155.7

Atoms and positions in Å:
O -1.0615 -1.2531 -1.6372
O -1.0264 2.1409 1.0629
O -0.9202 -1.7501 0.8392
O 1.0655 1.5810 -0.8291
P -0.3760 -1.0721 -0.3611
P 0.1872 0.9959 0.2563
H 0.9254 -1.1368 -0.5429
H 1.2060 0.4942 1.2119

Electronic structure analysis, Mulliken charges in units of e:
1 O -0.726
2 O -0.909
3 O -0.720
4 O -0.697
5 P 0.653
6 P 0.506
7 H -0.063
8 H -0.043

Record 5
Below is an isolated molecule of H2O4S2 in a non-equilibrium geometry, with properties calculated with ωB97M-V/def2-TZVPD.

Results
Spin multiplicity: 3
Kohn-Sham gap (spin up / spin down) in hartree: 0.2021 / 0.1825
ΔE to the lowest compared entry with this formula, charge and spin in kJ/mol: 183.6

Atoms and positions in Å:
O 1.1129 0.9559 1.0432
O 0.7863 -0.7776 -1.4899
O 0.3105 -1.1288 -0.1538
O -1.0215 0.9233 -0.4203
S -1.2037 -0.4908 2.0717
S -0.0732 0.2131 0.7001
H 1.7285 -1.2943 -1.5726
H -1.6398 1.5993 -0.1784

Electronic structure analysis, Mulliken charges in units of e:
1 O -0.477
2 O -0.460
3 O -0.214
4 O -0.442
5 S -0.068
6 S 0.962
7 H 0.322
8 H 0.378

Record 6
Below is a structure of composition H2ORb, with properties calculated with ωB97M-V/def2-TZVPD.

Results
Total charge: +1
Kohn-Sham gap in hartree: 0.3713
ΔE to the lowest compared entry with this formula, charge and spin in kJ/mol: 47.5

Atoms and positions in Å:
Rb -1.7442 -0.4276 3.3951
O 0.7133 0.1133 -0.7652
H -0.1265 0.4663 -1.0592
H 1.1573 -0.1520 -1.5706

Electronic structure analysis, Mulliken charges in units of e:
1 Rb 0.997
2 O -0.644
3 H 0.319
4 H 0.328

Record 7
Below is a cluster of 2 separate species, H2P2S4 in total in a non-equilibrium geometry, with properties calculated with ωB97M-V/def2-TZVPD.

Results
Kohn-Sham gap in hartree: 0.2502
ΔE to the lowest compared entry with this formula, charge and spin in kJ/mol: 123.3

Atoms and positions in Å:
P 2.1467 1.3397 -0.4982
P -0.8294 0.8870 0.3661
S -1.9914 2.2232 -0.3938
S 1.1728 2.1821 1.0198
S 0.6718 0.3715 -1.5252
S -0.5029 -2.4673 1.0081
H -0.8529 -3.0245 -0.1877
H 0.1854 -1.5116 0.2110

Electronic structure analysis, Mulliken charges in units of e:
1 P 0.377
2 P 0.302
3 S -0.250
4 S -0.169
5 S -0.228
6 S -0.280
7 H 0.169
8 H 0.081

Record 8
Below is a structure of composition H2P2S4 in a non-equilibrium geometry, with properties calculated with ωB97M-V/def2-TZVPD.

Results
Kohn-Sham gap in hartree: 0.3113
ΔE to the lowest compared entry with this formula, charge and spin in kJ/mol: 45.7

Atoms and positions in Å:
P 0.8953 1.7547 -0.4802
P 2.6518 -0.2509 0.2361
S 4.4816 -0.8551 0.1713
S 1.8800 0.3500 -1.7019
S 2.2276 1.5480 1.2109
S -0.8317 0.6727 0.0149
H 1.3701 -1.1514 0.8045
H -1.4034 1.7293 0.4130

Electronic structure analysis, Mulliken charges in units of e:
1 P 0.209
2 P 0.259
3 S -0.313
4 S -0.158
5 S -0.125
6 S -0.181
7 H 0.165
8 H 0.146

Looking at electronic energy for the records above, in order, we have -529.26273 -151.51783 -1023.24350 -984.89593 -1098.20177 -100.31216 -2276.66689 -2276.69644 hartree.